# 1
This record from the Open Molecules 2025 dataset describes a structure of composition C3H7NO2. The level of theory is wB97M-V/def2-TZVPD.

Summary:
- E_tot: -323.5516 Ha
- Energy above the lowest of the compared OMol25 structures with the same formula, charge and spin: 143.93 kcal/mol
- HOMO energy: -8.8 eV
- Largest force on an atom: 0.75 eV Å⁻¹
- Frontier orbital gap: 9.309 eV

```
! RIJCOSX wB97M-V def2-TZVPD def2/J DEFGRID3
* xyz 0 1
C 0.8469 -0.5322 0.0743
C -1.8938 -0.5130 0.2521
C 0.7341 0.7850 -0.3561
O -0.8804 -0.5754 -0.7127
O 2.4485 0.1903 0.6634
N 0.6425 1.9077 -0.7284
H 3.1229 0.0519 -0.0170
H -0.1708 2.2639 -1.2178
H 1.2001 -1.2907 -0.6046
H 0.5463 -0.8024 1.0746
H -1.8849 -1.3831 0.9288
H -2.8726 -0.4937 -0.2422
H -1.8389 0.3916 0.8856
*
```

Here are the Mulliken charges for atoms 1 to 5, given in e:
1 C -0.20
2 C -0.64
3 C 0.70
4 O -0.60
5 O -0.71

***

# 2
This record from the Open Molecules 2025 dataset describes the ion C5H12NS with charge +1. The level of theory is wB97M-V/def2-TZVPD.

Summary:
- E_tot: -650.3114 Ha
- Energy above the lowest of the compared OMol25 structures with the same formula, charge and spin: 64.87 kcal/mol
- HOMO energy: -13.5 eV
- Largest force on an atom: 4.11 eV Å⁻¹
- Frontier orbital gap: 10.423 eV

```
! RIJCOSX wB97M-V def2-TZVPD def2/J DEFGRID3
* xyz 1 1
C -0.3432 1.1544 1.1999
C 1.7660 -0.9451 0.3331
C -0.4153 0.7008 -0.0046
C -1.3579 1.3866 -0.9346
C -0.5981 -1.7564 0.0190
N 0.3703 -0.6777 -0.3394
S 2.8436 0.4739 -0.1299
H -0.8313 2.0988 1.2857
H 0.0497 0.8105 2.0444
H 1.6730 -0.9860 1.3557
H 2.2142 -1.8516 -0.0489
H -1.4310 0.9812 -1.8776
H -1.2391 2.5181 -0.9387
H -2.3841 1.3603 -0.5582
H -0.9811 -1.5312 1.0201
H -1.4536 -1.7564 -0.6341
H -0.0331 -2.6479 -0.1307
H 0.3787 -0.6047 -1.3869
H 1.7723 1.2724 -0.2745
*
```

Here are the Mulliken charges for atoms 1 to 5, given in e:
1 C -0.86
2 C -0.47
3 C 0.49
4 C -1.60
5 C -0.87

***

- Look up the largest force on an atom of the first one.
  0.75 eV Å⁻¹